A:
A molecular structure, C2H8NO2P, computed with ωB97M-V/def2-TZVPD.

Structure (ORCA input):
```
! RIJCOSX wB97M-V def2-TZVPD def2/J DEFGRID3
* xyz 0 1
C 0.36 -1.01 -1.44
C 1.66 0.06 1.29
N -2.19 1.63 0.14
O -1.50 -0.98 0.56
O -0.94 1.21 -0.51
P -0.31 -0.32 -0.02
H 0.52 -0.35 -2.30
H 1.37 -1.33 -1.18
H -0.10 -1.97 -1.68
H 1.49 -0.03 2.38
H 2.19 -0.74 0.72
H 2.06 1.04 1.05
H -1.83 2.04 0.92
H -2.78 0.77 0.07
*
```

gap between HOMO and LUMO	0.358	Ha

B:
A molecular structure, C2H8NO2P, computed with ωB97M-V/def2-TZVPD.

Structure (ORCA input):
```
! RIJCOSX wB97M-V def2-TZVPD def2/J DEFGRID3
* xyz 0 1
C 0.83 -0.18 -1.32
C -1.67 0.60 0.05
N 1.34 -1.77 2.01
O 0.92 1.70 0.79
O 0.16 -1.25 1.70
P 0.25 0.53 0.19
H -0.02 0.05 -1.88
H 1.60 0.55 -1.82
H 1.09 -1.26 -1.32
H -2.04 1.44 -0.57
H -2.12 -0.25 -0.42
H -2.03 0.65 1.08
H 1.99 -1.19 2.63
H 1.73 -2.07 1.15
*
```

gap between HOMO and LUMO (alpha / beta)	0.296 / 0.296	Ha

Stability, highest: A

A:
4 unconnected molecules or ions with the total composition C2H10NO, computed with ωB97M-V/def2-TZVPD.

Structure (ORCA input):
```
! RIJCOSX wB97M-V def2-TZVPD def2/J DEFGRID3
* xyz 1 1
C -2.22 -0.14 1.23
C -1.58 -0.56 -0.04
N -0.19 -0.31 -0.02
H -1.63 -0.63 2.08
H -2.18 1.03 1.35
H -3.34 -0.49 1.19
H -1.60 -1.66 -0.22
H -2.13 -0.08 -0.87
H 4.20 3.81 -1.28
H 4.82 3.41 -0.88
H 0.10 0.63 -0.28
H 2.41 -2.17 -0.39
H 1.26 -1.19 -0.80
O 2.07 -1.65 -1.08
*
```

gap between HOMO and LUMO	0.185	Ha

B:
2 unconnected molecules or ions with the total composition C2H10NO, computed with ωB97M-V/def2-TZVPD.

Structure (ORCA input):
```
! RIJCOSX wB97M-V def2-TZVPD def2/J DEFGRID3
* xyz 1 1
C 0.33 0.66 1.46
C -0.98 0.31 0.89
N -0.94 -0.48 -0.45
H 0.25 0.54 2.62
H 1.07 -0.17 1.18
H 0.76 1.61 1.23
H -1.65 -0.37 1.48
H -1.57 1.37 0.68
H -0.99 0.01 -1.31
H -1.52 -1.34 -0.53
H 0.08 -0.85 -0.56
H 2.14 0.04 -1.84
H 1.70 -0.95 -2.76
O 1.33 -0.40 -2.07
*
```

gap between HOMO and LUMO	0.481	Ha

Stability, highest: B

A:
2 unconnected molecules or ions with the total composition C2H10NO, computed with ωB97M-V/def2-TZVPD.

Structure (ORCA input):
```
! RIJCOSX wB97M-V def2-TZVPD def2/J DEFGRID3
* xyz 1 1
C 0.77 0.14 1.45
N 0.31 -0.11 0.03
C 1.33 -0.73 -0.86
H 0.01 -0.27 2.13
H 1.72 -0.45 1.59
H 1.00 1.15 1.81
H -0.07 0.75 -0.39
H -0.52 -0.71 0.16
H 2.27 -0.25 -0.59
H 1.00 -0.99 -1.86
H 1.58 -1.73 -0.47
H -2.40 1.09 -1.41
H -2.88 0.50 -0.10
O -2.06 0.65 -0.59
*
```

gap between HOMO and LUMO	0.485	Ha

B:
2 unconnected molecules or ions with the total composition C2H10NO, computed with ωB97M-V/def2-TZVPD.

Structure (ORCA input):
```
! RIJCOSX wB97M-V def2-TZVPD def2/J DEFGRID3
* xyz 1 1
C -0.70 1.09 1.38
N 0.01 0.33 0.31
C 0.52 1.23 -0.76
H -0.97 2.07 1.00
H -1.64 0.63 1.66
H -0.10 1.17 2.28
H -0.62 -0.35 -0.12
H 0.76 -0.24 0.69
H -0.34 1.65 -1.26
H 1.23 0.75 -1.42
H 1.10 2.04 -0.32
H -0.35 -3.01 -0.53
H 0.93 -2.51 -1.28
O 0.12 -2.24 -0.80
*
```

gap between HOMO and LUMO	0.475	Ha

Stability, highest: B